Run w
Computed, not measured: C20H27N5O4 in the gas phase, with ωB97M-V/def2-TZVPD.

## Properties
HOMO level	-8.04	eV
structure (SMILES)	Cc1c/c(=N\[C@H]2CC[C@@]3(CC2)CN(C(=O)c2conc2C)CCO3)[nH]c(CO)n1

```
! RIJCOSX wB97M-V def2-TZVPD def2/J DEFGRID3
* xyz 0 1
C -4.5906 2.5509 -0.1143
C -4.4886 1.2516 0.6198
C -3.3639 0.4985 0.5876
C -3.2967 -0.7677 1.2951
N -2.4111 -1.6667 1.4487
C -1.0510 -1.6437 0.9496
C -0.9370 -2.4832 -0.3244
C 0.5233 -2.7054 -0.7093
C 1.2977 -1.3996 -0.8301
C 1.1442 -0.5800 0.4564
C -0.3274 -0.3084 0.7536
C 2.7656 -1.6810 -1.1386
N 3.4682 -0.4594 -1.5066
C 4.3854 0.0664 -0.6474
O 4.6123 -0.4228 0.4492
C 5.1606 1.2576 -1.0789
C 5.7512 1.5609 -2.2568
O 6.4731 2.6730 -2.1492
N 6.3711 3.1461 -0.8448
C 5.6092 2.3048 -0.2094
C 5.2995 2.4957 1.2343
C 2.8499 0.2301 -2.6292
C 1.3784 0.4732 -2.3248
O 0.7165 -0.7187 -1.9581
N -4.5321 -1.0546 1.9138
C -5.6017 -0.2335 1.9155
C -6.7846 -0.6974 2.7314
O -7.9742 -0.4395 2.0262
N -5.6319 0.9068 1.3159
H -3.6733 2.7876 -0.6498
H -5.4218 2.5069 -0.8192
H -4.8147 3.3520 0.5914
H -2.5225 0.8336 0.0087
H -0.4723 -2.1749 1.7183
H -1.4341 -3.4412 -0.1658
H -1.4627 -1.9722 -1.1362
H 1.0144 -3.3208 0.0517
H 0.5938 -3.2408 -1.6591
H 1.6000 -1.1494 1.2713
H 1.7103 0.3513 0.3923
H -0.7386 0.2377 -0.0956
H -0.4338 0.3180 1.6424
H 3.2651 -2.1196 -0.2787
H 2.8196 -2.3729 -1.9855
H 5.7634 1.0794 -3.2213
H 5.6993 1.6643 1.8118
H 5.7286 3.4329 1.5808
H 4.2209 2.5120 1.3932
H 3.3436 1.1797 -2.8123
H 2.9401 -0.3967 -3.5222
H 1.2896 1.2307 -1.5362
H 0.8683 0.8467 -3.2129
H -4.5662 -1.9504 2.3780
H -6.6755 -1.7663 2.9502
H -6.7495 -0.1546 3.6827
H -8.7074 -0.4272 2.6467
*
```

***

Run x
Computed, not measured: C20H27N5O4 in the gas phase, with ωB97M-V/def2-TZVPD.

## Properties
HOMO level	-8.08	eV
structure (SMILES)	Cc1c/c(=N\[C@H]2CC[C@@]3(CC2)CN(C(=O)c2conc2C)CCO3)[nH]c(CO)n1

```
! RIJCOSX wB97M-V def2-TZVPD def2/J DEFGRID3
* xyz 0 1
C -4.7612 1.4180 -4.2829
C -3.6429 2.1270 -3.5921
C -3.0813 1.6529 -2.4565
C -1.9987 2.3725 -1.8061
N -1.2899 2.2066 -0.7597
C -1.3065 1.1248 0.2130
C -1.9232 -0.2256 -0.1703
C -1.6702 -1.3053 0.8814
C -0.1967 -1.4761 1.1969
C 0.3385 -0.1375 1.6963
C 0.1511 0.9482 0.6472
C 0.0175 -2.5857 2.2202
N 1.4310 -2.8948 2.3334
C 2.1098 -2.6083 3.4737
O 1.5662 -2.1430 4.4624
C 3.5763 -2.8970 3.4691
C 4.2054 -4.0552 3.7595
O 5.5257 -3.9050 3.6478
N 5.7982 -2.6069 3.2716
C 4.6442 -2.0076 3.1644
C 4.5723 -0.5682 2.7806
C 2.0115 -3.2870 1.0602
C 1.7942 -2.1626 0.0644
O 0.4192 -1.8644 -0.0419
N -1.6843 3.5436 -2.5269
C -2.3011 3.9482 -3.6555
C -1.7746 5.2362 -4.2173
O -2.4769 5.5711 -5.3856
N -3.2558 3.3013 -4.2175
H -5.0025 0.4723 -3.7993
H -5.6487 2.0520 -4.2868
H -4.4867 1.2299 -5.3207
H -3.4579 0.7331 -2.0524
H -1.8582 1.4976 1.0892
H -3.0042 -0.1223 -0.2581
H -1.5299 -0.5519 -1.1347
H -2.1939 -1.0494 1.8079
H -2.0835 -2.2575 0.5356
H -0.1993 0.1236 2.6122
H 1.3907 -0.2124 1.9823
H 0.7481 0.7190 -0.2395
H 0.5166 1.9014 1.0327
H -0.3772 -2.3189 3.1958
H -0.5019 -3.4863 1.8704
H 3.8592 -5.0275 4.0653
H 3.5557 -0.1894 2.8799
H 5.2172 0.0293 3.4224
H 4.8970 -0.4232 1.7500
H 3.0551 -3.5703 1.1586
H 1.4604 -4.1661 0.7047
H 2.3634 -1.2750 0.3706
H 2.1408 -2.4481 -0.9295
H -0.9379 4.0872 -2.1163
H -1.8808 6.0125 -3.4473
H -0.7016 5.1086 -4.4163
H -2.1378 6.4116 -5.7068
*
```

***

Run y
Computed, not measured: C20H27N5O4 in the gas phase, with ωB97M-V/def2-TZVPD.

## Properties
HOMO level	-8.05	eV
structure (SMILES)	Cc1c/c(=N\[C@H]2CC[C@@]3(CC2)CN(C(=O)c2conc2C)CCO3)[nH]c(CO)n1

```
! RIJCOSX wB97M-V def2-TZVPD def2/J DEFGRID3
* xyz 0 1
C -4.4188 3.9908 -1.6074
C -4.4905 2.5738 -1.1288
C -3.4223 1.7461 -1.1828
C -3.5189 0.3739 -0.7079
N -2.7238 -0.6155 -0.6216
C -1.3298 -0.6909 -1.0092
C -0.6853 0.4392 -1.8169
C 0.7463 0.0651 -2.1971
C 1.6056 -0.2098 -0.9692
C 0.9492 -1.2987 -0.1172
C -0.4885 -0.9482 0.2463
C 3.0196 -0.6055 -1.3913
N 3.9056 -0.6178 -0.2364
C 4.4143 -1.7979 0.2102
O 4.1978 -2.8664 -0.3353
C 5.2589 -1.7417 1.4382
C 6.5705 -1.4548 1.5705
O 6.9538 -1.6116 2.8420
N 5.8655 -2.0256 3.5880
C 4.8643 -2.1079 2.7597
C 3.5049 -2.5288 3.2163
C 3.9433 0.6499 0.4763
C 2.5253 1.0485 0.8582
O 1.6656 1.0429 -0.2639
N -4.8188 0.1097 -0.2320
C -5.8338 1.0025 -0.2141
C -7.1259 0.4673 0.3517
O -8.1194 1.4554 0.3238
N -5.7322 2.2117 -0.6368
H -3.4295 4.2417 -1.9849
H -5.1586 4.1486 -2.3933
H -4.6784 4.6658 -0.7908
H -2.4929 2.1113 -1.5783
H -1.2513 -1.5972 -1.6256
H -1.2609 0.6441 -2.7220
H -0.6487 1.3526 -1.2210
H 0.7479 -0.8310 -2.8261
H 1.2091 0.8716 -2.7703
H 0.9713 -2.2265 -0.6972
H 1.5407 -1.4942 0.7796
H -0.5150 -0.0499 0.8711
H -0.9467 -1.7560 0.8181
H 3.0278 -1.5943 -1.8430
H 3.3971 0.1280 -2.1096
H 7.3300 -1.1394 0.8750
H 2.8904 -2.8068 2.3610
H 3.5776 -3.3872 3.8814
H 3.0109 -1.7223 3.7589
H 4.5603 0.5628 1.3671
H 4.3796 1.4083 -0.1798
H 2.1517 0.3819 1.6446
H 2.5135 2.0685 1.2426
H -4.9485 -0.8305 0.1136
H -7.4091 -0.4111 -0.2426
H -6.9222 0.1243 1.3743
H -8.9286 1.0815 0.6840
*
```

***

Which is most stable? The ranking, best first, is run w, run y, run x.

***

Run w
Computed, not measured: C20H27N5O4 in the gas phase, with ωB97M-V/def2-TZVPD.

## Properties
HOMO level	-8.06	eV
structure (SMILES)	Cc1c/c(=N\[C@H]2CC[C@@]3(CC2)CN(C(=O)c2conc2C)CCO3)[nH]c(CO)n1

```
! RIJCOSX wB97M-V def2-TZVPD def2/J DEFGRID3
* xyz 0 1
C 1.3756 -5.4227 0.5240
C 1.2074 -3.9652 0.8082
C 0.3237 -3.2000 0.1262
C 0.1725 -1.7885 0.4330
N -0.5568 -0.8458 -0.0116
C -1.5317 -0.9257 -1.0796
C -1.3354 -1.9264 -2.2212
C -2.3757 -1.6780 -3.3108
C -3.7893 -1.8408 -2.7674
C -3.9992 -0.9077 -1.5713
C -2.9354 -1.1070 -0.4967
C -4.8176 -1.5718 -3.8629
N -6.1467 -1.9518 -3.4115
C -7.0783 -0.9937 -3.1700
O -6.8658 0.1941 -3.3567
C -8.3944 -1.4305 -2.6161
C -9.4108 -2.1173 -3.1768
O -10.4448 -2.1887 -2.3359
N -10.1151 -1.5263 -1.1655
C -8.9072 -1.0685 -1.3323
C -8.2132 -0.2903 -0.2697
C -6.2254 -3.3466 -3.0106
C -5.1699 -3.6276 -1.9526
O -3.8861 -3.2243 -2.3797
N 1.0316 -1.4146 1.4862
C 1.8952 -2.2457 2.1097
C 2.7368 -1.5866 3.1730
O 3.4236 -2.5588 3.9176
N 2.0278 -3.4913 1.8189
H 0.7235 -5.7572 -0.2807
H 2.4138 -5.6260 0.2594
H 1.1559 -5.9959 1.4260
H -0.2792 -3.6532 -0.6395
H -1.5184 0.0699 -1.5447
H -0.3253 -1.8515 -2.6303
H -1.4843 -2.9455 -1.8682
H -2.2716 -0.6664 -3.7159
H -2.2378 -2.3792 -4.1376
H -3.9570 0.1210 -1.9410
H -5.0012 -1.0311 -1.1540
H -3.0127 -2.1109 -0.0654
H -3.0835 -0.3919 0.3143
H -4.8319 -0.5215 -4.1417
H -4.5625 -2.1723 -4.7430
H -9.5469 -2.5823 -4.1394
H -7.6400 0.5216 -0.7165
H -8.9366 0.1200 0.4309
H -7.5243 -0.9301 0.2861
H -7.2159 -3.5808 -2.6300
H -6.0390 -3.9749 -3.8885
H -5.4471 -3.1276 -1.0158
H -5.1088 -4.6977 -1.7539
H 0.9502 -0.4458 1.7603
H 3.4270 -0.8989 2.6667
H 2.0760 -0.9832 3.8088
H 4.0134 -2.1077 4.5281
*
```

***

Run x
Computed, not measured: C20H27N5O4 in the gas phase, with ωB97M-V/def2-TZVPD.

## Properties
HOMO level	-8.10	eV
structure (SMILES)	Cc1c/c(=N\[C@H]2CC[C@@]3(CC2)CN(C(=O)c2conc2C)CCO3)[nH]c(CO)n1

```
! RIJCOSX wB97M-V def2-TZVPD def2/J DEFGRID3
* xyz 0 1
C 1.3922 -3.1885 -3.0705
C 1.3436 -1.7683 -3.5395
C 0.7052 -0.8036 -2.8389
C 0.6817 0.5667 -3.3215
N 0.1831 1.6499 -2.8699
C -0.5987 1.6819 -1.6432
C -1.8549 0.8027 -1.6918
C -2.6365 0.8635 -0.3827
C -1.7576 0.5118 0.8106
C -0.5818 1.4893 0.8730
C 0.2572 1.4197 -0.3959
C -2.5736 0.5314 2.1004
N -1.8027 -0.0383 3.1957
C -1.3772 0.7658 4.2075
O -1.6445 1.9538 4.2697
C -0.5271 0.1360 5.2575
C -0.8772 -0.6206 6.3183
O 0.1976 -0.9058 7.0599
N 1.3051 -0.3066 6.4882
C 0.8787 0.3120 5.4249
C 1.8077 1.0772 4.5400
C -1.3333 -1.3887 2.9293
C -0.5504 -1.3955 1.6252
O -1.3027 -0.8340 0.5680
N 1.3845 0.6872 -4.5318
C 1.9934 -0.3370 -5.1697
C 2.6714 0.0474 -6.4596
O 3.3212 -1.0622 -7.0183
N 2.0023 -1.5472 -4.7361
H 0.8578 -3.3213 -2.1315
H 0.9575 -3.8392 -3.8303
H 2.4308 -3.4978 -2.9460
H 0.2169 -1.0525 -1.9103
H -0.9543 2.7146 -1.5502
H -2.4832 1.1424 -2.5181
H -1.6013 -0.2348 -1.8981
H -3.0394 1.8686 -0.2226
H -3.4828 0.1726 -0.4161
H -0.9969 2.4933 1.0022
H 0.0331 1.3045 1.7572
H 0.7370 0.4421 -0.4616
H 1.0582 2.1609 -0.3635
H -2.8537 1.5475 2.3658
H -3.4765 -0.0709 1.9622
H -1.8170 -1.0189 6.6621
H 1.2489 1.7937 3.9391
H 2.5374 1.6207 5.1365
H 2.3498 0.4052 3.8736
H -0.7078 -1.7412 3.7454
H -2.2007 -2.0497 2.8443
H 0.3978 -0.8604 1.7598
H -0.3248 -2.4208 1.3296
H 1.4083 1.6232 -4.9106
H 1.9011 0.4487 -7.1314
H 3.3745 0.8609 -6.2369
H 3.7226 -0.7918 -7.8491
*
```

***

Run y
Computed, not measured: C20H27N5O4 as an isolated structure, with ωB97M-V/def2-TZVPD.

## Properties
HOMO level	-8.15	eV

```
! RIJCOSX wB97M-V def2-TZVPD def2/J DEFGRID3
* xyz 0 1
C -7.2602 -2.2535 -0.8254
C -6.6211 -1.9084 0.4705
O -6.1505 -0.4762 0.5255
C -5.0507 -0.2661 -0.0142
C -4.7640 0.9487 -0.1021
C -3.6429 1.4954 -0.3930
C -2.7483 0.5766 -0.8280
C -3.0079 -0.6227 -1.1653
C -4.2443 -1.0917 -0.6443
H -4.3565 -2.2202 -0.6191
H -2.3588 -1.1476 -1.4752
C -1.4161 1.2889 -1.5679
N -0.2925 1.1345 -0.5232
C -0.5600 2.4440 0.5900
H -0.8027 3.2633 -0.1184
H -1.5069 2.0950 1.3398
C 0.7095 2.3633 1.4517
N 0.8360 1.2387 2.2034
C 0.6773 0.1988 1.5462
O 0.6802 -0.8905 2.3668
C 0.0511 0.0453 0.0694
C 1.1602 -0.4456 -0.5080
H 1.1322 -0.1446 -1.6511
C 2.5207 0.1209 -0.0207
O 2.8675 1.4017 -0.6958
N 3.4956 -0.6793 0.5334
C 3.2260 -2.2913 0.8360
H 4.1379 -2.3118 1.3204
H 3.0192 -2.7239 0.0329
H 2.3774 -2.2844 1.5511
C 4.6260 0.0172 1.0405
C 5.7744 -0.5484 0.1812
N 6.5145 -1.5696 0.5755
O 7.4041 -1.8334 -0.4131
N 7.3212 -0.7459 -1.2499
C 6.4099 0.2839 -0.8312
C 5.9843 1.3400 -1.7066
H 4.8769 1.4803 -1.1968
H 6.2516 1.3645 -2.5581
H 6.3171 2.3092 -0.9457
H 4.8061 -0.4728 2.2952
H 4.3600 1.0633 1.2596
H 1.1792 -1.6645 -0.5403
H -0.7749 -0.8228 0.1679
H 1.1433 1.3723 2.9870
H 0.7201 3.2818 2.0977
H 1.6085 2.6093 0.7801
H -0.7815 0.3601 -2.1796
H -1.3822 2.2723 -2.0284
H -3.5029 2.7072 -0.3674
H -5.4847 1.8541 0.4283
H -5.9670 -2.5592 0.7309
H -7.3967 -1.8842 1.1084
H -7.6407 -3.3487 -0.8027
H -6.4100 -2.2551 -1.5442
H -8.0635 -1.4681 -0.9740
*
```

***

Which is most stable? The ranking, best first, is run x, run w, run y.

***

Run w
Computed, not measured: C4H6ClN in the gas phase, with ωB97M-V/def2-TZVPD.

## Properties
HOMO level	-11.19	eV
structure (SMILES)	CC(C)(Cl)C#N

```
! RIJCOSX wB97M-V def2-TZVPD def2/J DEFGRID3
* xyz 0 1
C -0.2582 -0.0683 -1.3497
C -0.8894 0.0015 0.0270
C -0.1160 0.0150 1.3741
Cl -2.1734 1.2941 0.0110
C -1.6789 -1.1588 0.0292
N -2.3599 -2.0662 -0.1213
H 0.3648 0.6345 -1.7833
H 0.3074 -1.0351 -1.4367
H -1.1049 -0.2422 -2.0404
H 0.8466 0.5253 1.4577
H 0.0049 -0.9783 1.8714
H -0.7599 0.3705 2.2446
*
```

***

Run x
Computed, not measured: C4H6ClN in the gas phase, with ωB97M-V/def2-TZVPD.

## Properties
HOMO level	-7.97	eV
structure (SMILES)	ClN1C=CCC1

```
! RIJCOSX wB97M-V def2-TZVPD def2/J DEFGRID3
* xyz 0 1
Cl 3.2092 0.0936 -0.1596
N 1.6214 -0.1476 0.4507
C 0.9559 -1.3623 0.2090
C -0.2979 -1.1381 -0.0421
C -0.5919 0.3031 -0.1890
C 0.6604 0.9562 0.2881
H 1.4207 -2.3362 0.0871
H -0.9484 -1.9884 -0.1171
H -0.8791 0.6056 -1.1943
H -1.4074 0.7394 0.4754
H 1.1210 1.4702 -0.4406
H 0.5764 1.5011 1.1803
*
```

***

Run y
Computed, not measured: C4H6ClN in the gas phase, with ωB97M-V/def2-TZVPD.

## Properties
HOMO level	-11.16	eV
structure (SMILES)	CC(C)(Cl)C#N

```
! RIJCOSX wB97M-V def2-TZVPD def2/J DEFGRID3
* xyz 0 1
C -0.4094 0.3592 -1.2034
C 0.3020 0.3749 0.1217
C -0.0658 -1.0430 0.6094
Cl 2.0757 0.2188 -0.3911
C 0.1856 1.4030 1.1738
N 0.0639 2.2558 1.9332
H -0.1703 -0.6748 -1.7523
H -1.4475 0.4462 -0.9033
H -0.0538 1.1995 -1.7304
H 0.4875 -1.8074 0.0780
H -1.1495 -1.4114 0.3611
H 0.1817 -1.3207 1.7033
*
```

***

Which is most stable? The ranking, best first, is run w, run y, run x.